{"formula": "C4H7BrO", "method": "the ωB97M-V functional and the def2-TZVPD basis", "gap_ev": 10.758, "relative_energy_kcal_mol": 0.0, "lumo_ev": 0.92, "symbols": ["O", "C", "H", "C", "H", "H", "H", "H", "H", "H", "C", "C", "Br"], "positions_angstrom": [[-0.503402, 1.089536, -0.818401], [-0.475487, -0.960386, 0.358456], [-2.154082, -0.074576, -0.674910], [0.814839, 0.884441, -0.512709], [1.431913, 1.052947, -1.385088], [1.426627, -1.169364, -0.623692], [-1.773916, 0.800168, 0.794295], [-0.679476, -1.390551, 1.332151], [1.619017, -0.480908, 0.966564], [-0.707907, -1.752580, -0.352695], [-1.336838, 0.243288, -0.032969], [0.968198, -0.500623, 0.102615], [1.370515, 2.258607, 0.846383]], "atomic_forces_ev_per_a": [[0.01, -0.13, -0.48], [-0.12, -0.19, -0.54], [-0.11, 0.12, -0.06], [-0.10, 0.02, 0.50], [0.08, 0.32, 0.02], [0.12, 0.04, -0.08], [0.24, 0.07, 0.23], [0.08, 0.34, 0.30], [-0.09, -0.01, 0.21], [0.05, -0.10, 0.02], [-0.31, -0.25, 0.13], [0.02, -0.27, -0.12], [0.13, 0.03, -0.12]]}

***

{"formula": "C36H48F6NO11P", "method": "the ωB97M-V functional and the def2-TZVPD basis", "gap_ev": 8.425, "lumo_ev": -0.12, "symbols": ["C", "H", "H", "H", "H", "H", "C", "O", "H", "H", "H", "C", "C", "O", "O", "C", "C", "H", "C", "H", "C", "H", "C", "F", "H", "H", "H", "O", "H", "H", "C", "C", "H", "C", "O", "C", "C", "H", "P", "O", "H", "C", "H", "C", "C", "H", "C", "H", "C", "H", "C", "F", "H", "H", "O", "H", "C", "H", "C", "C", "H", "F", "C", "N", "H", "C", "C", "C", "H", "F", "H", "C", "H", "H", "H", "H", "H", "H", "H", "C", "C", "H", "C", "C", "F", "O", "H", "H", "C", "H", "O", "H", "H", "H", "H", "F", "C", "O", "O", "C", "H", "C", "H"], "positions_angstrom": [[-4.180710, 3.222981, 0.515174], [-8.190116, 1.881687, 0.750981], [-0.245048, 3.560221, 2.751631], [1.631335, 1.330741, 4.060414], [1.926364, 1.216778, -1.854296], [2.983234, 4.929030, -4.667585], [3.827675, 4.299586, -4.963409], [-1.813092, 2.571487, -0.257754], [5.655493, -2.300535, 1.408822], [5.597025, 0.932228, 4.266769], [1.420229, -0.078600, 2.121965], [1.279927, 1.902463, 3.116830], [-5.712953, -6.586552, 1.863723], [4.436872, -0.145713, -1.062471], [-2.215856, 4.773808, 0.468389], [5.431755, -0.860048, -0.281138], [-6.368372, 2.078001, -0.666644], [-0.598656, 2.528409, 4.253233], [-0.509995, -5.552707, -1.018285], [0.600599, 3.234432, -0.630034], [2.351303, 1.938375, -1.063637], [4.601023, -2.967109, 0.053726], [-4.008081, -2.532576, 1.852488], [-6.938406, -6.853765, 2.363172], [-3.711767, -1.542037, 2.196975], [3.141483, 2.494824, -3.978708], [1.055789, -5.996476, 0.686133], [5.091492, 2.284645, -0.387643], [-6.087071, -2.237466, 2.287834], [-0.387843, 0.504080, -1.252846], [-2.081910, 0.363124, 0.632012], [0.585216, -5.190948, 0.011050], [1.800001, 3.115402, 0.742027], [1.187207, -1.106606, -0.467975], [0.982920, 3.958701, 4.480347], [-6.406048, 2.934674, 1.908198], [0.245904, 3.014253, 3.629912], [1.953515, -3.478364, 0.988406], [3.917918, 1.281101, -0.254385], [3.762058, 0.878822, 1.394221], [-4.119863, -2.510631, 0.766092], [-5.303017, -2.964382, 2.511924], [1.716261, -0.880915, -1.473738], [2.442270, 3.345473, -6.620546], [-1.127629, -7.014082, -1.228612], [4.717642, 4.932752, -4.956431], [0.341476, 1.311835, 0.641518], [2.006839, -1.085484, 0.322552], [4.596990, 0.996278, 3.710710], [5.843407, 1.355645, 1.885872], [0.041901, 0.003806, -0.302689], [-5.856553, -6.501669, 0.523871], [4.167702, -0.071993, 3.702782], [-1.616051, -7.319645, -0.228725], [-4.229427, -5.288400, 3.282005], [-5.208483, -3.009615, 3.600952], [0.598318, -2.604650, -0.659511], [-4.401851, 3.906840, 2.754747], [0.665425, 0.799124, 2.129752], [-0.469416, -2.981288, -1.722193], [3.918003, -1.694071, 1.259560], [1.302792, 2.195537, -8.382136], [2.393631, 2.926041, -8.087242], [-1.100749, -0.696109, 0.349963], [-1.584048, 2.097357, 1.828772], [-1.050980, -4.408467, -1.917205], [-4.896573, 2.564911, -0.720034], [4.829248, -2.022094, 0.651371], [-0.905031, -1.250524, 1.194325], [3.459618, 2.180374, -8.447082], [-6.871644, 1.587672, -1.573115], [-5.116169, -5.319082, 2.469368], [-0.264789, 0.369016, 2.669814], [-0.347732, -7.818425, -1.462409], [6.155631, -1.368413, -1.019594], [4.598754, 2.701419, 2.272580], [4.860781, 2.513315, -4.332292], [4.222012, 3.498450, -2.997673], [2.670795, 2.874934, -1.659986], [1.220744, 2.469074, -0.023605], [-7.113808, 2.267625, 0.697202], [1.237886, 4.718480, 3.911292], [4.771767, 1.567263, 2.205322], [-2.637375, 3.613439, 0.261342], [2.376188, 3.992463, -8.914376], [3.662012, 3.833735, -6.311490], [-3.197273, -3.231156, 2.074544], [-1.976128, -7.016754, -2.007567], [-4.916744, 3.426761, 1.856949], [-7.010003, 3.024223, 2.867602], [-5.748223, -4.227371, 1.990641], [-1.862373, -4.669443, -2.682535], [6.073018, -0.182090, 0.376465], [-0.898004, -2.167400, -2.414308], [2.200505, 2.448034, 2.725198], [-4.959524, -7.677618, 2.095757], [4.024256, 3.137770, -4.009012], [1.521132, 3.283113, -5.848720], [-3.310209, 0.169371, 0.751244], [1.147354, -3.742835, 0.232408], [3.866776, 1.630673, 4.331867], [-1.226441, 1.754476, 0.801274], [-4.335436, 2.426975, -1.702426]], "atomic_forces_ev_per_a": [[-2.31, -1.32, -0.47], [1.81, 0.78, 0.20], [0.69, -0.63, 1.18], [-0.54, 0.96, -1.48], [0.69, 0.93, 1.41], [-0.04, -0.20, -0.19], [0.15, 0.14, 0.77], [-0.23, 1.69, 1.24], [-1.26, 0.41, -1.15], [-1.38, 0.30, -0.92], [-1.17, 1.46, -0.19], [-0.43, -0.19, 0.94], [-0.60, -1.68, -0.85], [-1.22, 1.53, 2.22], [-1.17, -4.58, -0.75], [1.00, -1.54, 0.64], [2.23, 1.95, 3.60], [1.41, 0.82, -0.87], [0.98, 3.11, -0.27], [0.61, -1.55, 1.08], [-0.93, 0.32, -0.34], [0.10, 1.38, 0.74], [0.20, -0.41, -0.01], [0.43, 0.45, 0.09], [-0.18, -0.10, -0.07], [0.01, 0.14, -0.01], [-1.02, 1.25, -1.27], [-3.32, -2.02, 0.32], [-0.08, -0.35, -0.12], [1.00, -1.38, 0.99], [-0.92, -1.57, 0.82], [-0.56, 1.98, -1.04], [-1.14, -1.18, -0.95], [-0.16, -0.42, -2.33], [-0.72, -0.17, -1.35], [1.47, -0.66, -2.81], [0.22, -0.39, -0.29], [-1.22, -0.72, -1.03], [4.44, 1.03, -0.54], [0.43, 1.07, -2.45], [-0.04, 0.20, 0.12], [0.39, 0.75, 0.18], [-0.61, -0.38, 1.69], [0.48, 0.74, 1.72], [-0.12, 0.42, 1.15], [-0.09, -0.14, -0.34], [-2.11, -0.11, 0.44], [-1.36, -0.04, -0.85], [-0.33, -0.34, 0.10], [-1.65, 0.33, 0.01], [0.25, -0.03, 1.17], [0.20, 0.34, 0.50], [0.67, 1.56, -0.19], [0.73, 0.38, -1.51], [-0.59, -0.63, -0.55], [0.03, -0.25, -0.15], [-0.64, -3.25, 0.17], [-0.88, -0.80, -1.49], [1.22, 0.07, 0.72], [0.37, -1.94, 1.13], [1.29, -0.36, -0.97], [0.36, 0.42, 0.63], [-0.12, -0.74, -1.91], [-1.48, 2.21, -0.16], [0.96, 0.00, -1.30], [3.09, 0.72, 3.04], [-2.12, 0.03, 2.56], [0.57, 0.00, 0.13], [0.06, 0.12, -0.77], [-0.25, 0.32, 0.53], [0.91, 0.90, 1.63], [0.37, 1.89, 0.56], [1.27, 0.80, -1.10], [-1.04, 1.32, 0.16], [-1.22, 0.96, 0.96], [0.25, -1.74, -0.60], [0.03, 0.16, 0.10], [0.14, 0.01, -0.10], [-0.07, -1.67, 1.16], [0.93, 0.20, -0.26], [3.40, 0.94, -0.75], [-0.28, -0.80, 0.62], [0.48, 0.07, 2.65], [-0.50, 2.83, 0.93], [0.02, -0.07, 0.65], [-0.78, -0.32, -0.84], [-0.09, 0.02, 0.10], [1.56, 0.14, 1.09], [-1.87, -1.72, -3.58], [1.05, -0.05, -1.42], [-0.02, -1.25, 0.14], [1.42, 0.73, 1.22], [-1.03, -0.56, -1.07], [0.83, -1.30, 1.32], [-1.29, -0.87, 0.26], [-0.05, 0.80, 0.16], [-0.12, -0.26, -0.12], [0.31, -0.18, -0.93], [4.43, 1.29, -0.35], [-3.15, -0.39, -3.37], [1.21, -0.89, -1.01], [-1.98, -1.46, -0.11], [-0.69, 0.26, 1.67]]}

***

{"formula": "C3H4NO4", "method": "the ωB97M-V functional and the def2-TZVPD basis", "gap_ev": 8.301, "relative_energy_kcal_mol": 0.0, "charge": -1, "lumo_ev": 3.94, "symbols": ["C", "O", "H", "C", "N", "H", "O", "O", "H", "C", "O", "H"], "positions_angstrom": [[-0.224276, -1.140316, -1.476215], [1.176117, 1.626489, 2.787587], [-0.951173, -0.598903, -2.126260], [0.539327, 0.845803, 2.097804], [-0.537036, 0.785007, 0.000823], [1.295224, -0.186645, -0.187980], [0.194653, -0.300605, 2.183549], [-0.027961, 1.635334, 0.868493], [0.649009, -1.530560, -2.228762], [0.216485, -0.111678, -0.512417], [-1.683573, 1.022022, -0.424343], [-0.646796, -2.045947, -0.982278]], "atomic_forces_ev_per_a": [[0.62, -0.32, -2.26], [0.08, 0.08, -0.37], [0.01, -0.97, 0.33], [0.39, 1.62, 1.49], [-0.23, -0.05, -2.41], [-1.61, 0.44, 0.01], [-0.35, -1.17, -0.25], [0.79, 0.05, 1.34], [-1.81, 1.07, 2.07], [3.56, -1.52, 0.30], [-1.47, 0.09, 0.18], [0.01, 0.67, -0.42]]}

***

{"formula": "C9H20N5O", "method": "the ωB97M-V functional and the def2-TZVPD basis", "gap_ev": [8.022, 8.019], "relative_energy_kcal_mol": 19.4, "charge": 1, "lumo_ev": [-3.36, -3.36], "symbols": ["H", "H", "N", "H", "C", "H", "O", "H", "C", "C", "H", "N", "H", "H", "N", "H", "H", "H", "H", "H", "C", "C", "N", "H", "C", "H", "H", "C", "N", "C", "H", "C", "H", "H", "H"], "positions_angstrom": [[-3.459641, 0.029137, 1.110512], [-4.900905, -2.002707, 1.188825], [1.319677, -0.828080, 0.385395], [-3.226697, -0.647711, -1.614634], [-4.520173, -1.631264, 0.242280], [-1.092188, 0.413307, 1.046289], [1.019946, 1.762847, 0.999423], [-2.504079, -1.470853, 0.987364], [0.559633, 1.087342, -0.054907], [2.401311, -1.132173, -0.502799], [1.722828, 3.507098, 1.732358], [0.933165, 1.417001, -1.322028], [-1.567338, 0.236727, -2.998976], [3.460432, 0.738149, -0.303158], [-2.691956, -0.397351, -0.793570], [2.048963, -0.944142, -1.528140], [4.071382, -0.553716, 0.741246], [4.430601, -0.568676, -0.988013], [0.122575, 3.641565, 0.955354], [2.881371, -2.896106, 0.666194], [-1.544950, 0.241787, -0.932085], [-3.244990, -0.842111, 0.482886], [-1.069779, 0.540710, -2.174034], [-4.331812, -2.486983, -0.401793], [0.187620, 1.138603, -2.302389], [1.596071, 3.474485, -0.048506], [1.821657, -3.217072, -0.709831], [2.677931, -2.641495, -0.370800], [-0.837253, 0.669264, 0.101897], [1.115946, 3.190208, 0.887690], [-5.287036, -1.005792, -0.207751], [3.674278, -0.326997, -0.246446], [1.684865, -0.606264, 1.309226], [0.503601, 1.382428, -3.304641], [3.544085, -2.899658, -0.972679]], "atomic_forces_ev_per_a": [[0.06, -0.05, -0.05], [-0.03, -0.01, 0.05], [-1.99, 2.91, -0.79], [0.20, 0.11, -0.01], [0.14, 0.09, 0.02], [-0.06, -0.12, -0.12], [-0.16, 0.15, -0.09], [-0.02, 0.09, -0.03], [0.84, -4.32, 1.56], [0.58, -0.37, -0.08], [-0.06, 0.00, -0.09], [0.40, 0.58, -0.30], [0.05, 0.04, 0.13], [0.06, 0.11, 0.01], [-0.03, -0.04, -0.27], [0.08, -0.04, 0.06], [0.05, -0.03, 0.12], [0.16, 0.01, -0.04], [0.07, -0.01, -0.01], [0.07, -0.04, 0.11], [-0.14, 0.16, 0.11], [-0.07, -0.09, 0.42], [0.28, -0.14, 0.03], [0.02, -0.10, -0.05], [-0.22, -0.07, 0.16], [0.01, -0.05, 0.06], [-0.07, -0.09, 0.01], [-0.07, 0.36, -0.24], [0.13, 0.57, -0.21], [-0.06, 0.36, 0.01], [-0.09, 0.05, -0.05], [-0.34, -0.02, -0.21], [0.17, 0.19, 0.05], [-0.09, -0.06, -0.22], [0.12, -0.15, -0.06]]}

***

Number 2 is which compound? C36H48F6NO11P